DFT (ωB97M-V/def2-TZVPD) results for a molecular structure, C3H4F6KN3O15S6 at a distorted geometry.

The value obtained for the total energy is -4997.96088 a.u. The highest occupied orbital energy comes out at -4.6 eV. The calculation puts the HOMO-LUMO gap at 0.2954 hartree. As for the energy relative to the best compared isomer or geometry (same formula, charge and spin): 0.0 kcal/mol.

ORCA input file:
```
! wB97M-V def2-TZVPD RIJCOSX def2/J DEFGRID3
* xyz -2 1
K -0.357 -1.520 0.132
S -0.901 2.560 1.025
S 3.083 -0.360 0.507
S 2.605 -0.914 2.752
S -1.441 -5.343 0.728
S -1.462 -3.982 2.663
S -1.131 4.796 2.004
F 2.519 -0.681 -0.986
F -0.953 -5.402 -0.809
F -0.597 5.531 3.305
F 1.763 -1.902 3.690
F -0.646 -2.687 3.100
F -0.341 1.107 1.513
O -0.075 2.860 -0.105
O -2.827 -3.581 2.796
O -0.390 5.459 0.966
O 2.735 1.020 0.661
O 3.937 -1.364 3.084
O -0.914 0.458 -4.134
O -0.449 0.564 -1.922
O -0.764 -6.540 1.159
O -2.305 2.245 0.806
O 0.274 2.130 -3.293
O -2.871 -5.342 0.629
O 2.170 0.379 3.234
O 4.466 -0.735 0.431
O -0.989 -5.053 3.489
O -2.553 5.004 2.045
N -0.799 -3.992 1.059
N -0.641 3.259 2.367
N 2.085 -1.419 1.378
C 0.061 2.543 -4.645
C -0.389 1.016 -3.021
C -0.679 1.320 -5.224
H 1.004 2.730 -5.155
H -1.628 1.600 -5.690
H -0.509 3.470 -4.577
H -0.093 0.766 -5.962
*
```


DFT (ωB97M-V/def2-TZVPD) results for a molecular structure, C24H38IrN6SbSe4Si3 at a distorted geometry.

The value obtained for the total energy is -12084.93446 a.u. The highest occupied orbital energy comes out at -2.0 eV. The calculation puts the HOMO-LUMO gap at 0.2227 hartree. As for the energy relative to the best compared isomer or geometry (same formula, charge and spin): 0.0 kcal/mol.

ORCA input file:
```
! wB97M-V def2-TZVPD RIJCOSX def2/J DEFGRID3
* xyz -2 1
Ir 0.055 0.194 0.029
Sb -1.061 3.013 2.148
Se -3.314 3.947 1.779
Se 0.925 2.779 0.169
Se -1.233 0.451 2.047
Se -0.200 3.463 4.397
Si -1.165 -2.210 -2.447
Si -2.037 -2.548 0.513
Si 0.959 -2.800 -0.268
N 2.782 2.431 -5.208
N 1.373 0.231 -1.560
N 1.535 -0.537 1.222
N -3.203 2.023 -2.357
N 5.474 -0.318 -2.998
N -1.414 0.914 -1.083
C -0.944 -3.982 -3.100
C 3.431 -1.631 2.914
C -2.790 -4.245 0.074
C 2.268 -2.874 -1.631
C 0.909 -4.595 0.357
C -3.403 1.753 -3.776
C -4.795 1.171 -4.011
C 3.094 -0.290 3.006
C -5.584 2.260 -1.901
C -5.865 2.076 -3.394
C 2.190 0.555 -2.308
C 2.136 0.219 2.149
C -4.201 2.868 -1.704
C -2.996 -1.821 -2.763
C -1.440 -2.796 2.297
C 2.959 1.728 -4.307
C -3.558 -1.419 0.518
C -0.684 -2.067 -0.666
C 1.846 -1.842 1.113
C 4.451 0.211 -3.101
C -0.246 -1.134 -3.696
C -2.249 1.440 -1.672
C 3.194 0.845 -3.230
C 2.792 -2.407 1.961
H -4.014 -1.408 1.510
H -3.304 -0.388 0.278
H 0.813 -1.396 -3.740
H -4.160 3.866 -2.154
H -0.479 -2.311 2.483
H -5.617 1.289 -1.399
H -6.327 2.909 -1.433
H -3.636 -2.675 -2.527
H 0.095 -4.309 -3.041
H -3.521 -4.544 0.832
H -3.331 -0.983 -2.150
H 3.553 0.368 3.730
H -3.304 2.697 -4.324
H -0.304 -0.076 -3.439
H -1.329 -3.858 2.532
H 4.169 -2.064 3.578
H -2.627 1.070 -4.121
H 0.371 -5.206 -0.374
H -4.849 0.183 -3.548
H -5.845 3.053 -3.890
H -0.668 -1.268 -4.697
H -3.158 -1.565 -3.814
H 3.017 -3.460 1.861
H -3.303 -4.220 -0.891
H -4.306 -1.769 -0.201
H 1.837 1.256 2.209
H 1.909 -5.020 0.470
H -1.256 -4.055 -4.146
H 0.388 -4.680 1.312
H 1.894 -3.412 -2.505
H 3.154 -3.401 -1.268
H -4.957 1.050 -5.085
H -3.963 2.971 -0.644
H -2.151 -2.360 3.001
H -6.855 1.639 -3.546
H 2.585 -1.890 -1.963
H -2.023 -5.023 0.020
H -1.541 -4.690 -2.518
*
```


DFT (ωB97M-V/def2-TZVPD) results for a molecular structure, C42H38AsN4O2PPdS at a distorted geometry.

The value obtained for the total energy is -5095.25432 a.u. The highest occupied orbital energy (spin up / spin down) comes out at -12.5 / -12.5 eV. The calculation puts the HOMO-LUMO gap (spin up / spin down) at 0.1280 / 0.1289 hartree.

ORCA input file:
```
! wB97M-V def2-TZVPD RIJCOSX def2/J DEFGRID3
* xyz 2 1
Pd 1.435 1.932 -0.314
As -4.360 -1.934 -0.990
S 0.255 2.550 1.809
P -0.180 0.089 -0.827
O 1.218 3.617 1.735
O -0.682 2.506 0.693
N -2.359 1.615 6.964
N 2.562 1.401 3.488
N 1.042 1.120 1.743
N 3.274 1.244 1.250
C 4.515 1.497 1.627
C -3.951 -4.381 -2.478
C -1.526 1.411 3.429
C 2.315 1.234 2.198
C 2.854 2.819 -1.542
C -3.903 -3.164 3.010
C 2.499 -2.367 0.962
C -1.620 -1.095 -0.686
C -0.111 1.724 -5.108
C -2.124 1.136 4.633
C -1.831 1.921 5.767
C -0.187 0.671 -2.555
C -4.347 -2.577 1.837
C 3.867 3.438 -3.619
C -0.940 3.005 5.630
C -3.675 -3.014 -2.462
C -3.785 -2.932 0.615
C -0.339 2.566 -4.028
C -2.446 -3.256 -4.515
C 3.634 -2.205 0.182
C -2.679 -4.623 -4.497
C 4.229 4.787 -1.662
C 2.407 -0.827 -1.347
C -2.907 -4.127 2.971
C -2.798 -3.912 0.578
C 3.442 3.915 -0.920
C 1.314 -1.756 0.597
C 4.435 4.543 -3.010
C -2.966 -2.448 -3.520
C -2.979 -0.473 -0.907
C 3.586 -1.446 -0.976
C -0.350 2.048 -2.744
C 1.255 -0.987 -0.568
C -0.632 2.468 3.325
C -2.358 -4.496 1.754
C -0.337 3.264 4.421
C 3.801 1.656 3.861
C 0.054 0.359 -4.917
C 4.849 1.733 2.952
C -3.439 -5.183 -3.481
C 3.086 2.559 -2.884
C -0.003 -0.179 -3.641
H -2.573 -4.595 3.883
H -2.157 2.183 7.769
H 0.369 4.069 4.306
H -3.643 -6.241 -3.478
H -2.817 -1.377 -3.569
H 5.248 1.530 0.833
H -1.420 -1.873 -1.435
H -4.558 -4.812 -1.690
H 2.365 -0.247 -2.259
H 4.683 5.636 -1.175
H -4.349 -2.886 3.952
H 0.091 -1.245 -3.485
H -0.521 2.698 -1.880
H 5.045 5.215 -3.594
H -3.257 0.207 -0.100
H 4.035 3.240 -4.667
H -2.362 -4.216 -0.365
H -3.021 0.092 -1.841
H -1.714 0.813 2.552
H -1.871 -2.815 -5.315
H -2.808 0.306 4.717
H -5.148 -1.847 1.864
H 3.940 1.831 4.919
H 4.559 -2.673 0.475
H -2.291 -5.247 -5.286
H 4.467 -1.320 -1.587
H -1.583 -5.247 1.714
H 3.294 4.113 0.144
H 0.231 -0.290 -5.762
H 5.852 1.982 3.248
H 0.445 -1.849 1.233
H 2.669 1.696 -3.385
H 2.544 -2.948 1.870
H -1.565 -1.540 0.309
H -2.991 0.839 7.062
H -0.725 3.623 6.487
H -0.075 2.129 -6.108
H -0.500 3.619 -4.191
*
```


DFT (ωB97M-V/def2-TZVPD) results for 4 unconnected molecules or ions with the total composition C17H30F3NO11P at a distorted geometry.

The value obtained for the total energy is -2189.14026 a.u. The highest occupied orbital energy comes out at -4.5 eV. The calculation puts the HOMO-LUMO gap at 0.2323 hartree.

ORCA input file:
```
! wB97M-V def2-TZVPD RIJCOSX def2/J DEFGRID3
* xyz -1 1
P 0.354 -1.670 2.503
F -0.053 -5.000 -2.627
F -0.250 3.782 -3.651
F -3.399 2.630 -3.877
O -2.148 -3.393 -0.409
O 1.358 -0.950 3.759
O -5.354 4.950 -7.122
O 1.369 -3.137 2.480
O 0.618 3.627 -1.565
O -3.890 3.243 -7.230
O 0.712 3.711 0.686
O -3.839 -2.836 -1.785
O -1.969 -3.801 -2.599
O -1.274 3.552 -0.362
O -4.688 3.889 -5.243
N 1.220 -1.009 1.104
C 2.418 -0.200 1.300
C 1.539 -3.430 3.858
C -4.708 4.115 -6.588
C -2.761 -3.300 -1.605
C -1.000 -0.296 2.556
C -0.597 1.091 2.032
C 0.078 3.641 -0.307
C -0.665 -3.926 -2.056
C 4.354 0.534 3.695
C -1.657 3.618 -1.736
C -0.398 3.175 -2.437
C -0.932 -4.133 -0.589
C -3.182 2.493 -6.237
C -4.095 2.619 -5.043
C 3.713 -0.960 1.712
C 1.768 -2.032 4.553
C 4.715 0.069 2.283
H -1.228 -0.160 3.623
H -0.309 2.095 -2.566
H -2.502 2.973 -1.929
H 2.674 0.213 0.305
H 3.507 -1.728 2.455
H -0.091 -3.026 -2.286
H 5.049 1.311 4.029
H -1.922 4.646 -1.994
H -4.876 1.859 -4.986
H 2.399 -4.114 3.926
H 2.256 0.679 1.918
H -1.917 -0.668 2.093
H 5.748 -0.291 2.222
H 3.360 0.983 3.727
H 4.685 0.956 1.634
H -0.317 1.098 0.977
H 1.502 -1.777 0.509
H -0.139 -3.745 0.049
H -2.211 2.955 -6.052
H 0.690 -4.008 4.250
H 1.294 -2.109 5.541
H 4.117 -1.420 0.805
H -1.430 1.804 2.135
H 0.239 1.508 2.597
H 2.851 -2.027 4.752
H -0.385 -2.234 3.631
H 4.329 -0.287 4.415
H -1.112 -5.182 -0.348
H -0.583 -2.433 1.672
H -3.036 1.464 -6.555
*
```


What did the second record say?
DFT (ωB97M-V/def2-TZVPD) results for a molecular structure, C24H38IrN6SbSe4Si3 at a distorted geometry.

The value obtained for the total energy is -12084.93446 a.u. The highest occupied orbital energy comes out at -2.0 eV. The calculation puts the HOMO-LUMO gap at 0.2227 hartree. As for the energy relative to the best compared isomer or geometry (same formula, charge and spin): 0.0 kcal/mol.

ORCA input file:
```
! wB97M-V def2-TZVPD RIJCOSX def2/J DEFGRID3
* xyz -2 1
Ir 0.055 0.194 0.029
Sb -1.061 3.013 2.148
Se -3.314 3.947 1.779
Se 0.925 2.779 0.169
Se -1.233 0.451 2.047
Se -0.200 3.463 4.397
Si -1.165 -2.210 -2.447
Si -2.037 -2.548 0.513
Si 0.959 -2.800 -0.268
N 2.782 2.431 -5.208
N 1.373 0.231 -1.560
N 1.535 -0.537 1.222
N -3.203 2.023 -2.357
N 5.474 -0.318 -2.998
N -1.414 0.914 -1.083
C -0.944 -3.982 -3.100
C 3.431 -1.631 2.914
C -2.790 -4.245 0.074
C 2.268 -2.874 -1.631
C 0.909 -4.595 0.357
C -3.403 1.753 -3.776
C -4.795 1.171 -4.011
C 3.094 -0.290 3.006
C -5.584 2.260 -1.901
C -5.865 2.076 -3.394
C 2.190 0.555 -2.308
C 2.136 0.219 2.149
C -4.201 2.868 -1.704
C -2.996 -1.821 -2.763
C -1.440 -2.796 2.297
C 2.959 1.728 -4.307
C -3.558 -1.419 0.518
C -0.684 -2.067 -0.666
C 1.846 -1.842 1.113
C 4.451 0.211 -3.101
C -0.246 -1.134 -3.696
C -2.249 1.440 -1.672
C 3.194 0.845 -3.230
C 2.792 -2.407 1.961
H -4.014 -1.408 1.510
H -3.304 -0.388 0.278
H 0.813 -1.396 -3.740
H -4.160 3.866 -2.154
H -0.479 -2.311 2.483
H -5.617 1.289 -1.399
H -6.327 2.909 -1.433
H -3.636 -2.675 -2.527
H 0.095 -4.309 -3.041
H -3.521 -4.544 0.832
H -3.331 -0.983 -2.150
H 3.553 0.368 3.730
H -3.304 2.697 -4.324
H -0.304 -0.076 -3.439
H -1.329 -3.858 2.532
H 4.169 -2.064 3.578
H -2.627 1.070 -4.121
H 0.371 -5.206 -0.374
H -4.849 0.183 -3.548
H -5.845 3.053 -3.890
H -0.668 -1.268 -4.697
H -3.158 -1.565 -3.814
H 3.017 -3.460 1.861
H -3.303 -4.220 -0.891
H -4.306 -1.769 -0.201
H 1.837 1.256 2.209
H 1.909 -5.020 0.470
H -1.256 -4.055 -4.146
H 0.388 -4.680 1.312
H 1.894 -3.412 -2.505
H 3.154 -3.401 -1.268
H -4.957 1.050 -5.085
H -3.963 2.971 -0.644
H -2.151 -2.360 3.001
H -6.855 1.639 -3.546
H 2.585 -1.890 -1.963
H -2.023 -5.023 0.020
H -1.541 -4.690 -2.518
*
```